DFT (ωB97M-V with the def2-TZVPD basis set) results for a molecular structure, C14H17BF4FeN2O5S3.

Computed properties:
expectation value of S²: 8.762
total energy: -3912.4150 a.u.
gap between HOMO and LUMO (alpha / beta): 7.898 / 7.072 eV
multiplicity: 6
HOMO energy (alpha / beta): -5.30 / -5.34 eV
total charge: -1

Each line ends with the Mulliken charge.
CARTESIAN COORDINATES (ANGSTROEM)
Fe  -0.95500  -0.69398  0.58388  1.6082
O  2.89008  -1.38799  -0.48796  -0.6288
C  1.72110  -1.08036  0.21131  1.0538
O  0.68587  -0.84137  -0.59551  -0.9795
C  2.02859  0.13021  1.12144  -1.1668
O  0.81563  0.85544  1.30157  0.0982
C  0.49605  1.22704  2.64706  -0.4210
C  -0.29055  0.10077  3.34876  0.5921
O  -0.26172  0.00845  4.56110  -0.7498
O  -0.94567  -0.65752  2.54353  -0.6241
H  2.62192  -2.00677  -1.18071  0.4422
H  2.75117  0.77330  0.60791  0.2614
H  2.45055  -0.18598  2.07869  0.5037
H  -0.15574  2.10431  2.57986  0.1749
H  1.39468  1.47575  3.21160  0.4632
S  -1.90985  -2.74273  0.17491  -0.5084
C  -0.55910  -3.69454  -0.44255  0.6214
C  -0.83190  -4.60088  -1.47155  -0.7314
C  0.14897  -5.43437  -1.97691  -0.4769
C  1.43930  -5.38657  -1.46721  -0.5706
C  1.72847  -4.49736  -0.44573  -0.3357
C  0.75316  -3.64678  0.06977  0.1034
S  1.19722  -2.51757  1.35611  -0.2546
H  -1.83483  -4.63437  -1.87484  0.4077
H  -0.09531  -6.12380  -2.77559  0.3471
H  2.21012  -6.03950  -1.85553  0.3734
H  2.72378  -4.45153  -0.02159  0.4301
F  -2.27977  0.95935  1.02058  -0.2044
B  -2.98681  2.12574  1.55326  -0.0424
F  -3.78387  1.72798  2.59023  -0.3370
F  -1.99557  3.02828  1.93827  -0.4309
F  -3.73187  2.66676  0.49205  -0.3695
S  -1.88863  0.11354  -1.76962  -0.4656
C  -1.08549  1.62585  -1.71223  0.3138
N  -1.76670  2.75315  -1.51029  -0.2034
C  -1.16702  3.99849  -1.03183  -0.7399
C  0.27705  3.76246  -0.61871  0.1846
C  0.95967  2.92719  -1.69539  -0.8393
N  0.24156  1.67773  -1.87174  -0.0527
H  -2.74594  2.61104  -1.27468  0.3469
H  -1.76292  4.32933  -0.18041  0.3082
H  -1.22962  4.75858  -1.81733  0.3971
H  0.30146  3.21171  0.32237  -0.3772
H  0.78932  4.71519  -0.48028  0.4580
H  1.99517  2.69488  -1.45000  0.4170
H  0.95971  3.47755  -2.64360  0.3483
H  0.68324  0.78387  -1.66249  0.2550

---

DFT (ωB97M-V with the def2-TZVPD basis set) results for a molecular structure, C14H17BF6N6OTi.

Computed properties:
total energy: -2420.5442 a.u.
gap between HOMO and LUMO: 7.153 eV
multiplicity: 1
HOMO energy: -16.34 eV
total charge: +2

Each line ends with the Mulliken charge.
CARTESIAN COORDINATES (ANGSTROEM)
H  0.87580  3.46077  0.20097  0.5629
N  0.73165  1.84575  -1.17516  0.3155
B  0.35862  0.38191  -3.24970  0.1067
N  0.74105  1.73920  -2.56780  -0.3559
C  0.93864  2.96346  -3.05950  0.0258
Ti  0.47676  0.18384  -0.31917  1.2816
H  0.95064  3.13475  -4.11924  0.5049
C  1.08370  3.88959  -2.00902  -1.1079
H  1.26003  4.93783  -2.08511  0.4492
C  0.92027  3.15620  -0.83421  -0.3375
H  0.36220  0.49368  -4.46055  -0.0103
C  -1.57570  -1.87799  1.44155  -0.5694
H  -1.07080  -2.28850  2.33838  0.2863
H  -0.80664  -1.17811  0.92802  -0.0314
H  -1.87019  -2.72113  0.77226  0.3986
N  -1.05207  -0.01078  -2.72142  -0.1746
N  1.36177  -0.75622  -2.82096  -0.2029
N  -1.36692  -0.19113  -1.38840  0.3077
N  1.52827  -1.05736  -1.46483  0.1805
C  -2.13832  -0.19947  -3.48307  -0.0141
C  2.08832  -1.62530  -3.54579  0.0352
H  -2.02123  -0.06355  -4.54399  0.4494
H  2.09026  -1.59188  -4.62905  0.4870
C  -3.22457  -0.47977  -2.66149  -1.1085
C  2.79470  -2.47459  -2.67230  -1.1126
C  -2.70251  -0.45606  -1.36349  -0.2654
C  2.42733  -2.09072  -1.37272  -0.1628
H  -4.22999  -0.62942  -2.98388  0.4464
H  3.47873  -3.25390  -2.94991  0.4399
H  -3.22949  -0.64749  -0.44786  0.4811
H  2.71669  -2.50063  -0.39678  0.5318
H  -2.48776  -1.29543  1.75961  0.3918
C  2.74514  1.66163  2.57465  -1.8463
C  1.61059  0.69268  2.62205  0.8365
O  1.07293  0.30767  1.37468  -0.4506
C  2.15672  -0.57555  3.33124  0.5408
F  2.66834  -0.31951  4.57210  -0.2068
F  1.23917  -1.55549  3.45164  -0.1878
F  3.16276  -1.09849  2.56509  -0.2478
C  0.44626  1.30229  3.50128  0.6342
F  0.86215  1.70581  4.73810  -0.2124
F  -0.07717  2.39325  2.85614  -0.2354
F  -0.58496  0.43848  3.67475  -0.2048
H  3.59125  1.18865  2.08138  0.4289
H  3.05252  1.88203  3.58829  0.5329
H  2.44674  2.60169  2.11092  0.3901

---

DFT (ωB97M-V with the def2-TZVPD basis set) results for a molecular structure, C14H17BF6N6OV.

Computed properties:
expectation value of S²: 3.780
total energy: -2515.5013 a.u.
gap between HOMO and LUMO (alpha / beta): 6.281 / 7.216 eV
multiplicity: 4
HOMO energy (alpha / beta): -6.63 / -7.84 eV
total charge: 0

Each line ends with the Mulliken charge.
CARTESIAN COORDINATES (ANGSTROEM)
H  -0.18683  -1.16944  -2.82389  0.4532
N  0.64447  0.47243  -1.78641  0.8453
B  1.66535  2.66021  -1.12805  0.1830
N  1.14815  1.72380  -2.18974  -0.2492
C  1.05433  1.81070  -3.51966  0.0271
V  0.64392  -0.09185  0.58585  0.3969
H  1.45523  2.65044  -4.04384  0.4931
C  0.44875  0.64628  -4.00537  -1.0690
H  0.27800  0.38786  -5.05137  0.3880
C  0.19114  -0.16303  -2.91570  -0.2675
H  2.16383  3.63682  -1.57631  -0.0957
C  0.27283  -0.39055  2.77472  -1.2457
H  0.22171  -1.47100  3.04889  0.3017
H  -0.75511  -0.04435  2.96591  0.2553
H  0.98436  0.11984  3.44717  0.2835
N  2.65220  1.86612  -0.21238  -0.0640
N  0.46864  2.87582  -0.23703  0.0553
N  2.30302  0.65270  0.49071  0.1251
N  -0.16020  1.80515  0.35825  0.2979
C  3.91976  2.13515  -0.00558  -0.0814
C  -0.15451  4.00920  0.05684  -0.0415
H  4.27443  3.09270  -0.39941  0.4273
H  0.34693  4.90725  -0.30280  0.4218
C  4.46379  1.11108  0.78675  -1.2387
C  -1.23694  3.71777  0.86814  -1.2546
C  3.44769  0.18883  1.06754  -0.2542
C  -1.22235  2.30708  1.03108  -0.1125
H  5.47336  1.04090  1.12641  0.4000
H  -1.87809  4.47246  1.32678  0.3676
H  3.35272  -0.74649  1.60752  0.4919
H  -1.85377  1.59094  1.57907  0.3570
H  1.10581  -0.25997  -1.16214  0.2991
C  -1.74620  -3.26328  1.17047  -1.9072
C  -1.94205  -2.13573  0.14922  0.5702
O  -0.98028  -1.22674  0.00349  -0.3714
C  -2.19989  -2.85313  -1.22829  0.5174
F  -3.17888  -3.79828  -1.16528  -0.2756
F  -2.53570  -1.99541  -2.21764  -0.2455
F  -1.08543  -3.49921  -1.65871  -0.2788
C  -3.30874  -1.39980  0.42049  0.6146
F  -4.38085  -2.23389  0.46274  -0.2742
F  -3.29239  -0.76031  1.62064  -0.2579
F  -3.55934  -0.45286  -0.50524  -0.2465
H  -0.85454  -3.83455  0.90273  0.3981
H  -2.59431  -3.94966  1.15011  0.4838
H  -1.65145  -2.86070  2.17998  0.3768

---

DFT (ωB97M-V with the def2-TZVPD basis set) results for a molecular structure, C14H17CaF6MnN4O11S2.

Computed properties:
expectation value of S²: 8.757
total energy: -4813.9673 a.u.
gap between HOMO and LUMO (alpha / beta): 3.466 / 3.438 eV
multiplicity: 6
HOMO energy (alpha / beta): -10.28 / -10.28 eV
total charge: +1

Each line ends with the Mulliken charge.
CARTESIAN COORDINATES (ANGSTROEM)
Ca  -20.81231  16.07992  -7.59768  1.7737
Mn  -23.75307  16.59507  -11.57503  1.0951
C  -24.24817  21.37044  -8.49739  0.6470
F  -25.10471  21.26634  -9.60219  -0.2400
F  -23.06689  20.75341  -8.68722  -0.1986
F  -24.18168  22.65796  -8.04260  -0.2008
S  -25.06380  20.38749  -6.96998  1.0853
O  -24.95467  21.30129  -5.84764  -0.5292
O  -26.37425  20.13290  -7.47000  -0.6775
N  -24.25258  18.81346  -6.98049  -0.3751
S  -22.85155  19.20425  -6.26395  0.6236
O  -21.85162  18.21475  -6.74614  -0.4505
O  -22.36499  20.56570  -6.11170  -0.4764
C  -23.23356  18.74622  -4.40338  0.5318
F  -23.73954  17.42555  -4.23380  -0.2623
F  -22.11548  18.80621  -3.56563  -0.2181
F  -24.19652  19.54455  -3.92833  -0.1691
O  -24.96272  16.81958  -9.92263  -0.7556
H  -25.84459  17.23587  -9.98211  0.2772
N  -21.40995  18.29771  -10.32751  0.7554
O  -22.44634  18.06301  -10.95335  -0.3417
O  -21.26380  17.64672  -9.23958  -0.4518
O  -20.57387  19.08461  -10.79526  -0.4920
C  -20.63510  23.46952  -13.47873  -1.1733
C  -21.16213  23.80814  -12.10643  0.3478
C  -21.31166  22.62858  -11.25451  0.4707
O  -20.77151  23.14032  -10.07039  -0.2410
C  -20.12050  24.23786  -10.21387  0.6336
O  -19.46104  24.87668  -9.39778  -0.6409
O  -20.27329  24.62650  -11.42375  -0.3826
H  -19.80459  22.77064  -13.37917  0.1787
H  -20.33995  24.42688  -13.90822  0.4090
H  -21.39145  23.09250  -14.16713  0.3650
H  -22.12941  24.30945  -12.07231  0.3131
H  -20.80723  21.75547  -11.66841  -0.4283
H  -22.36054  22.43601  -11.02899  0.1600
N  -17.33593  20.08367  -11.56502  -0.1104
C  -16.88947  21.36288  -11.33476  -0.4106
C  -15.58609  21.39162  -11.92226  -0.6956
C  -15.30063  20.13457  -12.47199  -0.5127
C  -16.34128  19.31715  -12.08848  -0.3810
H  -18.21420  19.69888  -11.24775  0.2196
H  -17.49845  22.12251  -10.86733  0.5340
H  -15.01406  22.30593  -11.97907  0.4179
H  -14.48454  19.72665  -13.04991  0.4300
H  -16.47830  18.25201  -12.20286  0.3680
N  -18.93317  20.30950  -14.04991  0.2857
C  -20.27893  19.91084  -13.90082  -0.5049
C  -20.86150  19.92983  -15.19362  -0.6031
C  -19.81146  20.36102  -16.04103  -0.7698
C  -18.61680  20.56417  -15.33850  -0.2375
H  -18.24857  20.30170  -13.30737  0.3823
H  -20.72874  19.62781  -12.96062  0.3409
H  -21.84041  19.64549  -15.55039  0.4229
H  -19.94532  20.55623  -17.09478  0.3975
H  -17.58844  20.78885  -15.58015  0.4648

---

DFT (ωB97M-V with the def2-TZVPD basis set) results for a single C14H17Cl2N5O2S molecule.

Computed properties:
total energy: -2286.3667 a.u.
gap between HOMO and LUMO: 8.639 eV
multiplicity: 1
HOMO energy: -8.42 eV
total charge: 0

Each line ends with the Mulliken charge.
CARTESIAN COORDINATES (ANGSTROEM)
O  6.49828  -1.41889  -0.63253  -0.6557
Cl  -8.38934  -1.87857  -1.40399  -0.2023
Cl  -5.44031  -2.03351  -0.18495  -0.1579
N  -1.70299  -0.31834  -1.07763  -0.6094
N  -2.97929  -0.31211  -1.47682  -0.4091
N  -2.15172  1.20386  0.81154  -0.5813
O  2.20829  -1.25375  1.05959  -0.3469
C  -1.36883  0.30917  0.10405  0.2107
C  -3.85431  0.50620  -0.84176  -0.1690
C  -3.44727  1.11177  0.39995  0.9112
C  -6.94735  1.83999  -2.25985  -0.4165
C  -7.79560  0.69532  -2.25932  -0.7196
C  -5.69709  1.87194  -1.73365  -0.3012
C  -7.36982  -0.44700  -1.56599  0.6580
C  -6.13688  -0.52882  -0.94837  -0.3509
C  -5.24341  0.64717  -1.13113  0.4431
N  -4.36290  1.58072  1.31067  -0.4124
N  -0.02904  0.29654  0.26303  -0.0731
S  5.53917  -0.25338  -0.57270  0.4631
C  5.77669  0.52250  -2.07050  -0.8962
C  2.05785  0.00191  1.75879  -0.4708
C  3.62819  -1.55478  0.77247  -0.6447
C  0.61632  0.50202  1.66565  -0.6001
C  3.89492  -1.03901  -0.61894  -0.6527
H  -7.14453  2.78693  -2.75863  0.3383
H  -8.72945  0.69502  -2.71819  0.5061
H  -4.97031  2.72805  -1.76955  0.3857
H  -5.14477  2.10111  0.88056  0.2771
H  -3.77361  1.98397  2.04403  0.3225
H  0.40141  -0.40061  -0.24436  0.3282
H  5.90362  1.65390  -1.90823  0.3042
H  6.79873  0.30400  -2.30889  0.3587
H  5.06785  0.27369  -2.87106  0.3022
H  2.47643  -0.02833  2.77507  0.4013
H  2.50798  0.83617  1.27209  0.3137
H  4.41915  -1.23275  1.49135  0.4421
H  3.51198  -2.65402  0.60290  0.2238
H  -0.04895  -0.05369  2.37688  0.3000
H  0.59851  1.60909  1.92071  0.2659
H  3.13920  -0.39950  -1.02742  0.4126
H  3.94746  -1.80815  -1.36396  0.5017

---

DFT (ωB97M-V with the def2-TZVPD basis set) results for a single C14H17FN2 molecule.

Computed properties:
total energy: -753.0164 a.u.
gap between HOMO and LUMO: 8.720 eV
SMILES: Cn1cccc1CNCCc1ccccc1F
multiplicity: 1
HOMO energy: -7.89 eV
total charge: 0

Each line ends with the Mulliken charge.
CARTESIAN COORDINATES (ANGSTROEM)
F  -2.12256  1.89784  -3.11596  -0.3070
C  0.66247  0.77020  5.35035  -0.7213
C  -0.39203  0.98277  4.40996  -0.5275
C  1.56204  -0.12874  4.78298  -0.2516
C  -0.06054  0.22446  3.27594  0.3182
C  -0.82146  -0.61171  -5.51289  -0.3859
C  0.15436  -1.24303  -4.79056  -0.5963
C  -1.52444  0.45664  -4.92429  -0.4277
C  0.45679  -0.72666  -3.52743  -0.2945
C  -1.27978  0.95509  -3.64954  0.2979
C  -0.20739  0.37762  -2.94329  0.3602
N  1.13669  -0.40402  3.50321  0.1828
N  -0.26918  0.65878  0.85093  -0.1883
C  1.82662  -1.29409  2.57401  -0.7646
C  -0.88480  -0.01270  2.00792  -0.8938
C  0.21483  0.84575  -1.58425  -0.8679
C  -0.62155  0.12590  -0.46660  -0.7434
H  0.62722  1.16217  6.36790  0.3694
H  -1.29937  1.57753  4.52815  0.3870
H  2.44268  -0.54027  5.28746  0.3353
H  -1.00580  -0.99822  -6.52947  0.3337
H  0.60887  -2.13368  -5.23054  0.3620
H  -2.32430  0.93088  -5.47620  0.3897
H  1.25076  -1.24693  -2.94733  0.2828
H  -0.32441  1.69749  0.91629  0.2520
H  1.18679  -2.17498  2.44871  0.2923
H  2.80294  -1.62263  2.95099  0.3045
H  1.89884  -0.81133  1.58143  0.2009
H  -1.88296  0.39620  2.13208  0.4054
H  -0.93616  -1.08500  1.81779  0.3700
H  0.00652  1.95369  -1.55613  0.3700
H  1.25344  0.64905  -1.38902  0.4023
H  -1.71554  0.29119  -0.65669  0.2998
H  -0.41959  -0.91925  -0.48589  0.4536

---

Max |F|
In order: 0.56 2.54 6.98 5.09 4.54 2.48
Unit: eV Å⁻¹